Record 1
{
  "formula": "C12H48B3O14Pd2PtS2Sr",
  "method": "ωB97M-V/def2-TZVPD",
  "energy_ha": -2815.5391,
  "orbital_gap_ev": [6.94, 6.48],
  "multiplicity": 7,
  "charge": 1,
  "homo_ha": [-0.3906, -0.4144],
  "fmax_ev_per_a": 2.9,
  "elements": ["Pt", "Sr", "Pd", "Pd", "B", "H", "H", "H", "H", "B", "H", "H", "H", "H", "B", "H", "H", "H", "H", "S", "O", "O", "O", "O", "S", "O", "O", "O", "O", "C", "C", "O", "H", "H", "H", "H", "H", "H", "C", "C", "O", "H", "H", "H", "H", "H", "H", "C", "C", "O", "H", "H", "H", "H", "H", "H", "C", "C", "O", "H", "H", "H", "H", "H", "H", "C", "C", "O", "H", "H", "H", "H", "H", "H", "C", "C", "O", "H", "H", "H", "H", "H", "H"],
  "positions_angstrom": [[27.43906, -2.40662, -4.40429], [30.68999, -5.12141, -4.42886], [29.63761, -1.47985, -8.59963], [29.80776, 0.73733, -3.96063], [28.85174, -3.70535, -8.71307], [28.51870, -4.81277, -8.71327], [28.58967, -3.18147, -7.71384], [30.00531, -3.71024, -8.87203], [28.33080, -3.17923, -9.61181], [28.20406, -4.60075, -3.58901], [28.96479, -3.88233, -3.13698], [27.18506, -4.07604, -3.53412], [28.51667, -4.89050, -4.63558], [28.13086, -5.49943, -2.86447], [28.30005, -0.72505, -2.79521], [29.30267, -0.43128, -2.33122], [28.49667, -0.80762, -3.89937], [28.00893, -1.78766, -2.49386], [27.50511, 0.09488, -2.63524], [27.42514, 0.12983, -6.45182], [28.38392, 0.82689, -5.55719], [26.75833, -0.90658, -5.62887], [26.55563, 1.07609, -7.08142], [28.12692, -0.61717, -7.53821], [30.73802, -2.03764, -5.59636], [30.96056, -1.94011, -7.01352], [30.91536, -0.72748, -4.95615], [29.36990, -2.54483, -5.33725], [31.70934, -2.95326, -4.96569], [32.30068, -3.34545, -0.16253], [31.31927, -3.62595, -1.28004], [32.02912, -4.10497, -2.43321], [32.88107, -4.24919, 0.04233], [31.87253, -3.11278, 0.81291], [33.01495, -2.56797, -0.43352], [30.68478, -2.77399, -1.53629], [30.64246, -4.40539, -0.92583], [32.44861, -3.34695, -2.88082], [31.62550, 4.35414, -4.86969], [32.07683, 2.91251, -5.05032], [30.91822, 2.12513, -5.40627], [32.43584, 4.89984, -4.37765], [30.70919, 4.43555, -4.28653], [31.47880, 4.86113, -5.82285], [32.56093, 2.55998, -4.14357], [32.72540, 2.94462, -5.92664], [31.00227, 1.75915, -6.28968], [32.79530, 0.74900, -0.48208], [31.68447, 1.38436, -1.28727], [31.48447, 0.70957, -2.56755], [33.67004, 1.40260, -0.40983], [33.23888, -0.17803, -0.84406], [32.48189, 0.60193, 0.55142], [31.85060, 2.43885, -1.50324], [30.71623, 1.21780, -0.80942], [32.13587, -0.01663, -2.63692], [34.96122, 0.30721, -3.89413], [34.59506, -1.15853, -3.92912], [33.26346, -1.33947, -3.38513], [34.70318, 0.79497, -2.95306], [34.48478, 0.85517, -4.70722], [36.04133, 0.45342, -3.97777], [35.32507, -1.78090, -3.40520], [34.58914, -1.56520, -4.94501], [32.77388, -1.56847, -4.19597], [32.84021, -3.48288, -9.58653], [32.23246, -2.58610, -10.67163], [31.44344, -1.57419, -10.00726], [33.28988, -2.88388, -8.79382], [33.61618, -4.15682, -9.94789], [32.01878, -4.03697, -9.13267], [31.66628, -3.14352, -11.41537], [33.02257, -2.02726, -11.17855], [31.81821, -0.72440, -10.24610], [24.85215, -3.34933, -7.70192], [25.37741, -4.00448, -6.41642], [26.75971, -3.78917, -6.14870], [23.77773, -3.51813, -7.75317], [25.43545, -3.67143, -8.56202], [24.95070, -2.26123, -7.65487], [25.28937, -5.09159, -6.55954], [24.78356, -3.82521, -5.52045], [27.27336, -4.15052, -6.88836]],
  "forces_ev_per_angstrom": [[-0.695, -0.682, -0.185], [0.188, 0.860, 0.488], [-0.270, -0.523, 0.059], [-0.496, 0.103, -0.720], [0.168, 0.444, -0.306], [-0.347, -1.311, 0.236], [-0.551, 0.360, 1.288], [1.460, -0.206, -0.314], [-0.745, 0.701, -1.164], [0.685, -0.500, 0.990], [1.950, 0.958, 0.780], [-2.222, 0.879, 0.043], [0.034, -0.780, -2.152], [-0.250, -1.139, 0.717], [-0.924, 1.147, 0.659], [1.672, -0.130, 1.449], [0.361, 0.301, -2.553], [-0.345, -1.759, 1.393], [-1.033, 0.725, 0.292], [0.166, 1.011, -0.146], [0.613, 0.397, -0.369], [-1.433, 0.207, -0.079], [-0.323, -0.412, 0.503], [0.676, -0.089, -0.544], [-2.134, 1.107, 1.620], [1.268, -0.016, -1.340], [1.000, -0.188, -0.381], [1.485, -0.922, -0.649], [0.452, -1.024, -0.416], [0.629, -0.252, 0.253], [-0.166, 0.144, 1.021], [-0.375, -0.352, -0.757], [0.045, -0.025, -0.252], [-0.439, 0.296, -0.276], [-0.067, 0.107, -0.009], [0.175, 0.108, -0.104], [0.016, -0.189, -0.400], [0.025, 0.066, 0.332], [0.444, 0.263, 0.172], [-0.751, 1.237, -0.971], [0.208, -0.001, 0.752], [-0.170, 0.053, 0.166], [0.065, -0.033, 0.108], [-0.217, -0.188, -0.058], [-0.038, -0.506, -0.174], [0.475, -0.521, 0.348], [-0.089, -0.155, 0.046], [1.003, 0.638, 0.740], [-0.963, -0.995, -0.673], [1.048, 0.316, 0.415], [-0.143, 0.172, -0.092], [-0.606, -0.220, -0.288], [-0.078, -0.182, -0.070], [-0.031, -0.009, 0.158], [0.169, 0.505, 0.356], [-0.142, 0.012, -0.485], [0.563, 0.296, -0.151], [0.090, 0.007, 0.223], [0.422, -0.466, -0.618], [-0.249, -0.251, 0.077], [-0.071, 0.019, 0.048], [-0.030, -0.130, -0.230], [-0.234, 0.143, 0.403], [0.052, 0.263, -0.072], [-0.432, 0.108, 0.790], [-0.408, 0.165, -0.048], [1.283, -0.102, 0.651], [-0.576, 0.134, -0.158], [-0.026, 0.195, -0.115], [-0.207, -0.065, -0.268], [0.194, -0.231, 0.012], [-0.302, 0.132, 0.190], [-0.005, -0.264, -0.200], [-0.156, 0.119, 0.026], [0.360, 0.960, 1.206], [-0.528, -1.441, -0.964], [-0.341, 0.210, 0.119], [0.071, -0.417, -0.431], [-0.335, -0.294, -0.132], [0.170, -0.011, 0.118], [-0.190, 0.048, 0.030], [0.215, 0.615, -0.021], [0.232, 0.448, 0.060]]
}

=====

Record 2
{
  "formula": "C3H6ClO2S",
  "method": "ωB97M-V/def2-TZVPD",
  "energy_ha": -1126.7159,
  "orbital_gap_ev": [7.71, 3.97],
  "charge": -1,
  "relative_energy_kj_mol": 227.61,
  "homo_ha": [-0.1707, -0.0499],
  "fmax_ev_per_a": 5.8,
  "elements": ["C", "C", "C", "O", "O", "S", "Cl", "H", "H", "H", "H", "H", "H"],
  "positions_angstrom": [[0.17745, 1.73944, -0.25091], [0.70403, -0.68863, -0.82879], [-0.25316, 0.52645, -1.07623], [-0.94791, -1.18071, 3.42262], [-1.38285, -3.23123, 2.09538], [-1.15424, -1.75432, 2.08444], [-0.50112, 0.86814, -2.84337], [0.09781, 1.68063, 0.82620], [1.12579, 2.18962, -0.51493], [-0.39185, 2.59159, -0.51377], [1.42607, -0.75975, -1.60429], [-0.03524, -1.47882, -0.84151], [1.13524, -0.50241, 0.04515]],
  "forces_ev_per_angstrom": [[-0.978, 0.379, -0.902], [-4.458, 1.030, -3.520], [2.972, 0.419, 0.016], [0.217, 0.768, 1.487], [-0.093, -0.369, -0.101], [-0.102, -0.353, -1.376], [-0.076, -0.098, 1.242], [0.042, -0.770, 0.180], [1.045, -0.797, -0.141], [-1.432, 0.861, -0.244], [0.538, -0.194, -0.848], [0.657, -1.004, 0.333], [1.667, 0.129, 3.874]]
}

=====

Record 3
{
  "formula": "H7O3S",
  "method": "ωB97M-V/def2-TZVPD",
  "energy_ha": -628.1452,
  "orbital_gap_ev": 7.14,
  "charge": -1,
  "relative_energy_kj_mol": 89.31,
  "homo_ha": -0.1176,
  "fmax_ev_per_a": 2.0,
  "elements": ["S", "H", "H", "H", "O", "H", "H", "O", "H", "H", "O"],
  "positions_angstrom": [[0.53449, 0.84852, -0.43684], [1.67806, 0.65694, 0.19217], [0.72232, -2.77359, -0.24016], [1.71693, -3.18923, 0.76963], [1.60182, -3.17398, -0.15517], [-2.73408, -0.55854, -1.11965], [-1.52633, -0.92029, -1.71539], [-2.34867, -1.32363, -1.50688], [0.25147, 2.87212, 1.90440], [0.04929, 3.79196, 0.67394], [0.05468, 3.76972, 1.63395]],
  "forces_ev_per_angstrom": [[-0.763, 0.170, -0.251], [0.550, -0.177, 0.243], [0.324, 0.202, -0.282], [0.423, 0.004, 1.695], [-0.710, -0.117, -1.447], [-1.067, 0.816, 0.845], [1.960, 0.144, -0.418], [-0.715, -0.937, -0.305], [0.024, -0.409, -0.620], [0.135, -0.679, -0.053], [-0.162, 0.984, 0.593]]
}

=====

Record 4
{
  "formula": "C37H29IrN5PS2",
  "method": "ωB97M-V/def2-TZVPD",
  "energy_ha": -2943.3661,
  "orbital_gap_ev": 5.96,
  "homo_ha": -0.2402,
  "fmax_ev_per_a": 2.3,
  "elements": ["Ir", "C", "C", "C", "C", "N", "C", "N", "C", "N", "C", "N", "C", "C", "C", "C", "C", "N", "C", "C", "C", "C", "C", "C", "H", "H", "H", "H", "H", "H", "H", "H", "H", "H", "H", "H", "S", "C", "C", "C", "C", "C", "C", "S", "H", "H", "H", "H", "C", "P", "C", "C", "C", "C", "C", "C", "C", "C", "C", "C", "C", "C", "H", "H", "H", "H", "H", "H", "H", "H", "H", "H", "H", "H", "H"],
  "positions_angstrom": [[0.48047, 0.41991, 0.17066], [0.79273, 2.73974, -3.45770], [0.31250, 4.01054, -3.15336], [-0.10703, 4.25354, -1.87380], [-0.06855, 3.24790, -0.88946], [0.41764, 2.01936, -1.19005], [0.82663, 1.80053, -2.45980], [-0.57970, 3.63862, 0.32189], [-0.79607, 2.87976, 1.33497], [-0.65314, 1.52806, 1.45315], [-0.94903, 1.14612, 2.72904], [-0.86028, -0.01301, 3.27063], [-0.28157, -1.12731, 2.71156], [-0.37739, -2.27876, 3.51104], [0.20635, -3.45796, 3.13147], [0.88315, -3.49484, 1.91777], [0.90927, -2.35735, 1.15149], [0.35129, -1.18237, 1.51396], [-1.40435, 2.33540, 3.48189], [-1.83364, 2.48767, 4.78406], [-2.14785, 3.77564, 5.20466], [-2.02023, 4.86453, 4.34308], [-1.58906, 4.69707, 3.03147], [-1.29375, 3.41332, 2.62175], [1.14745, 2.48733, -4.44630], [0.26598, 4.78603, -3.90677], [-0.49249, 5.21246, -1.56166], [1.21759, 0.81945, -2.66284], [-0.91824, -2.17593, 4.43981], [0.14171, -4.33698, 3.75965], [1.38176, -4.38716, 1.56813], [1.42018, -2.35408, 0.20101], [-1.91404, 1.63167, 5.44052], [-2.49438, 3.94140, 6.21646], [-2.25614, 5.85555, 4.70857], [-1.48093, 5.53215, 2.35248], [2.12757, 1.38993, 1.70619], [3.69289, 0.88429, 1.10581], [4.84068, 1.29445, 1.79120], [6.10025, 0.94294, 1.34375], [6.23628, 0.16339, 0.19873], [5.10595, -0.25910, -0.47623], [3.83269, 0.09469, -0.02683], [2.44423, -0.47274, -0.94120], [4.72038, 1.89730, 2.68341], [6.97764, 1.27537, 1.88368], [7.21796, -0.11142, -0.16504], [5.18861, -0.86880, -1.36830], [-2.41303, 0.40406, -1.56565], [-1.01148, -0.75966, -1.33534], [-1.81368, -2.22925, -0.61499], [-1.31016, -3.49836, -0.89666], [-1.91893, -4.62631, -0.37114], [-3.03057, -4.49670, 0.45061], [-3.51599, -3.23552, 0.76192], [-2.90680, -2.10485, 0.23696], [-0.72234, -1.33743, -3.04307], [0.56043, -1.55929, -3.53415], [0.74022, -2.04506, -4.82412], [-0.35597, -2.32057, -5.62416], [-1.63987, -2.12666, -5.12851], [-1.82295, -1.63803, -3.84689], [-3.33794, -0.10158, -1.84077], [-2.14069, 1.10879, -2.35300], [-2.55981, 0.96129, -0.64107], [-0.44724, -3.60490, -1.54380], [-1.52434, -5.60746, -0.60167], [-3.51941, -5.37824, 0.84459], [-4.37144, -3.12948, 1.41636], [-3.28602, -1.12383, 0.49839], [1.42505, -1.36406, -2.91229], [1.74247, -2.20920, -5.19812], [-0.21430, -2.69258, -6.63059], [-2.49945, -2.36427, -5.74171], [-2.82768, -1.50912, -3.46571]],
  "forces_ev_per_angstrom": [[2.184, -0.782, -0.284], [-0.054, 0.096, 0.019], [0.013, 0.003, -0.018], [-0.030, 0.006, 0.045], [-0.128, -0.162, -0.093], [0.173, 0.237, 0.074], [0.081, 0.030, -0.065], [0.157, 0.151, 0.124], [-0.087, -0.080, -0.147], [-0.866, -0.003, -0.133], [-0.087, -0.129, -0.097], [0.090, 0.030, 0.141], [-0.095, -0.034, -0.213], [-0.010, 0.014, 0.051], [-0.005, -0.046, -0.040], [-0.047, 0.048, 0.065], [0.092, -0.062, 0.060], [0.171, -0.099, 0.100], [-0.050, 0.023, -0.018], [-0.012, -0.057, 0.001], [0.000, 0.020, -0.037], [-0.009, -0.026, 0.030], [-0.011, 0.034, -0.058], [0.003, -0.023, 0.061], [-0.013, -0.066, 0.010], [0.018, 0.009, 0.009], [-0.004, 0.000, -0.010], [0.039, 0.004, 0.063], [0.025, 0.019, 0.012], [-0.007, 0.017, 0.021], [-0.023, 0.005, -0.052], [0.019, 0.057, 0.007], [0.007, 0.016, 0.020], [0.021, -0.008, 0.009], [-0.014, 0.004, -0.018], [0.001, 0.006, 0.009], [-0.697, -0.019, -0.481], [0.091, 0.025, 0.080], [-0.066, 0.022, 0.013], [0.024, -0.027, -0.012], [-0.008, 0.009, 0.006], [-0.049, -0.007, 0.000], [0.024, 0.016, 0.001], [-0.535, -0.107, -0.099], [0.040, 0.022, -0.011], [-0.009, 0.003, 0.011], [0.000, -0.008, 0.007], [0.038, -0.004, 0.005], [-0.037, -0.124, -0.114], [-0.690, 0.976, 0.918], [0.145, -0.082, -0.032], [-0.089, 0.025, -0.058], [-0.007, 0.003, 0.043], [0.026, -0.016, -0.025], [-0.001, 0.007, 0.036], [0.035, 0.045, 0.051], [0.326, -0.019, 0.108], [-0.035, -0.031, -0.016], [0.006, 0.009, -0.018], [0.008, -0.004, 0.018], [-0.011, 0.007, -0.026], [-0.002, 0.001, 0.025], [-0.014, 0.037, -0.031], [0.010, 0.027, 0.030], [-0.006, -0.024, 0.015], [-0.013, -0.015, -0.027], [-0.009, -0.003, -0.015], [0.019, 0.002, 0.029], [-0.003, 0.008, -0.005], [-0.017, -0.008, -0.014], [-0.017, -0.011, -0.053], [0.004, 0.004, 0.005], [-0.005, -0.018, 0.005], [-0.006, 0.025, -0.001], [-0.011, 0.004, -0.016]]
}